[1]
227
Properties=species:S:1:pos:R:3:forces:R:3 method="wB97M-V/def2-TZVPD" lumo_energy_ev=0.54 homo_lumo_gap_ev=8.3634 e_tot_ha=-4385.156581
O -3.48042 0.54959 -3.93518 -1.380 -0.123 0.865
O -1.66124 1.69604 1.70749 -0.836 0.631 -0.039
O 4.07641 2.25114 0.21717 -0.718 0.802 -0.115
O 3.45468 -1.02327 2.64812 -0.292 0.488 1.128
O -4.00715 -5.68624 1.22543 -0.203 -0.158 1.393
O -6.64327 -3.81096 -3.10367 0.911 1.168 -0.266
O -4.17322 5.27576 4.74075 0.461 -0.053 0.235
O 0.43204 4.89512 1.64629 -0.139 -0.008 0.100
O -3.18514 -1.86168 3.88685 -1.702 1.460 0.886
O 0.04216 -1.60091 -0.35315 -0.293 -0.618 -0.219
O -4.30907 0.81767 0.06596 -0.600 0.228 -0.068
O 2.96856 -2.67257 -2.08674 1.122 -0.694 1.922
O 0.38565 4.90743 -4.90898 -0.092 0.583 1.538
O 2.76223 -6.58970 -0.59639 -0.536 -0.528 1.095
N -3.19517 3.34955 1.35819 0.026 -0.132 0.143
N 0.73997 0.39364 -1.02629 0.286 3.100 -1.363
N 5.30186 4.84168 -0.90238 1.499 1.373 1.032
N 5.07950 0.58230 -0.99424 -0.648 0.524 0.651
N 0.40754 -3.31108 -3.12703 0.009 0.454 0.477
N 4.15912 -3.79190 -0.42304 0.807 -0.343 -1.318
N -4.80028 -1.35620 -0.57761 1.016 0.066 1.099
N 7.42626 2.62555 0.92112 0.900 -0.757 0.773
N -0.62234 -0.13382 7.03016 0.003 -0.736 -0.153
N -0.11303 -0.85897 -5.67670 -0.039 -0.013 0.361
C 1.34488 0.74624 -6.10126 -1.244 0.041 0.457
C -4.86034 0.88067 -3.65193 0.815 1.764 -1.170
C -2.68384 1.38184 -3.10844 0.655 -0.117 0.865
C -0.90657 -3.68079 -3.13990 0.617 0.348 0.114
C 7.60005 0.81661 2.19015 -1.027 -0.987 2.015
C 0.79502 1.83832 -0.67254 0.278 -2.241 0.141
C 7.10384 2.07374 2.13575 -0.589 1.630 -0.018
C 1.80904 4.73856 -5.07330 -1.306 -0.032 -0.515
C -3.26934 4.58268 5.63910 -0.599 0.162 -0.886
C 6.29297 4.51045 -1.80441 -1.283 -0.287 0.499
C -2.80070 2.17943 1.84286 1.463 -1.368 0.926
C 4.51776 1.12412 0.12604 1.516 -0.506 -0.801
C 1.22647 -0.57376 -5.77292 -0.981 -0.650 -0.144
C 5.81801 5.87410 -0.05764 -0.909 -1.682 -0.823
C 0.13367 4.99514 -3.45909 0.646 -1.570 -0.783
C 3.75135 -0.90715 4.10710 -1.854 0.119 -1.355
C 5.10397 1.31479 -2.28530 -0.548 -1.350 0.298
C -1.15410 -2.09474 2.93092 2.869 1.378 -0.801
C -6.05138 -2.75521 -3.91020 2.302 -1.844 -0.999
C -0.94245 1.26088 5.28693 -0.823 -0.276 0.286
C 1.05687 0.00348 -2.36863 1.412 -0.764 -0.666
C -6.21404 -1.16385 -0.49174 -0.810 1.163 -0.424
C -4.21874 -7.03444 1.69527 -0.186 0.454 0.001
C 1.86875 4.71610 3.56964 -2.706 -0.688 1.154
C -3.27843 -5.72395 0.03639 -0.729 -2.053 -1.132
C 1.50407 -6.01753 -0.84592 -1.390 0.666 -0.526
C 2.78129 0.16331 4.70598 0.762 -0.906 -1.810
C 1.10642 -4.10058 -3.96633 1.296 -0.661 -0.541
C -1.01961 -4.74274 -3.99145 -2.190 0.205 -0.012
C -0.87884 0.25606 -5.82325 -0.123 -0.432 0.538
C 0.75943 -5.95105 0.49366 0.390 -0.661 0.312
C 2.41299 -7.71284 0.25397 -0.552 -0.210 -0.629
C -2.34903 -1.22251 2.99636 0.559 1.994 -0.590
C 0.23624 -4.99513 -4.51854 1.019 -1.434 -1.841
C -1.73396 -3.46181 3.07254 0.610 -1.957 0.329
C 0.01477 1.84110 6.16241 0.400 -0.592 0.643
C -2.87467 -3.20090 4.04400 0.171 -0.374 -1.009
C -4.21621 -2.74297 -0.55317 0.734 2.432 -3.159
C 2.31335 0.88661 3.45032 -1.570 0.753 -0.171
C 2.31290 -0.17218 2.36642 1.765 0.394 -0.505
C -4.82746 2.47995 -3.40872 -0.280 -1.303 0.276
C 3.27073 -2.91583 -0.89532 -1.753 1.099 0.607
C 1.15846 -7.29756 1.12699 2.094 0.768 -0.503
C 0.39038 4.72906 3.06772 -0.389 -1.612 0.056
C -4.08685 -7.89202 0.45032 -0.412 0.619 -0.249
C -1.37089 0.04331 5.85976 0.948 1.435 -0.091
C 0.13342 -0.38216 -0.20848 -1.212 -2.254 2.020
C 2.61835 4.52350 2.30449 1.845 -0.247 -0.327
C 0.21900 0.94364 7.20974 -0.228 0.071 -0.553
C 7.07580 6.17550 -0.51020 -0.327 -0.341 -0.616
C -2.82486 -7.18572 -0.12994 -2.325 0.053 -0.858
C 0.01361 1.28053 -6.06300 -0.154 -0.618 -0.271
C 7.37634 5.29656 -1.63248 1.068 0.655 0.343
C 8.24141 1.72144 0.28317 -0.358 1.742 -2.348
C -7.12797 -2.09164 -4.66507 0.534 1.966 -3.122
C 4.49330 -4.05103 0.97541 -1.166 1.435 0.038
C -2.32717 4.16926 0.55733 -0.430 -0.095 1.310
C -8.03157 -3.54937 -3.10699 0.220 -0.170 0.250
C -4.57065 3.73173 1.30237 -0.830 -0.791 1.103
C -8.29316 -2.95278 -4.46769 -1.635 -1.225 1.073
C 4.91642 -4.59496 -1.37139 -0.974 -1.691 -0.021
C -2.28226 6.72630 4.90471 0.244 -1.678 -1.321
C 5.66898 -0.74435 -0.88551 0.471 0.240 -0.943
C 2.26378 4.05456 -3.85046 -0.193 -2.059 1.359
C -3.39858 6.15475 3.91924 1.335 -0.846 1.867
C 1.49234 4.81507 -2.79728 0.383 3.063 -0.608
C 8.29005 0.59784 1.01668 1.244 -1.618 -1.443
C -3.30889 2.77227 -3.28579 -0.473 0.201 -1.716
C -2.08290 5.50418 5.87671 -0.145 1.096 1.565
C -3.99534 -0.30424 -0.26808 1.437 -1.139 -0.893
C 1.75429 5.21206 1.28630 0.215 1.233 0.039
H -2.60793 1.08815 -1.99544 -0.489 0.171 -1.562
H -6.91668 -1.96166 -5.79018 0.029 -0.395 1.596
H 0.92823 -6.70219 -1.50133 0.150 0.399 -0.117
H -2.16694 -3.86365 2.12394 0.588 0.309 0.584
H 1.16510 0.89317 -2.96611 0.335 0.376 -0.208
H 4.59237 2.27636 -2.15658 0.485 -0.234 0.121
H 0.50322 2.80845 6.02127 -0.129 -0.490 0.151
H 1.88722 -0.28807 5.04347 -0.715 -0.785 1.069
H -5.16872 0.37052 -2.77005 -0.426 -0.469 0.776
H 7.19913 3.55688 0.64048 0.094 0.412 -0.242
H -0.09139 3.72389 3.23337 0.223 0.913 0.026
H -3.77099 -3.71246 3.81659 -0.860 -1.181 -0.400
H 0.89111 0.92530 8.06069 -0.072 0.255 -0.274
H 3.62235 -1.88509 4.55150 -0.011 -0.256 0.138
H 2.76155 3.49820 1.99002 0.137 -0.364 0.294
H -3.18694 -2.67751 -0.12418 -0.982 -0.402 -0.301
H -3.96816 -5.55242 -0.80232 0.190 0.379 -0.032
H 3.34052 4.09132 -3.76665 0.331 -0.083 0.283
H -5.43792 -2.06785 -3.36097 0.099 0.375 0.890
H 1.90232 3.01116 -3.83335 0.396 0.091 -0.243
H 1.27952 1.30510 3.49469 0.500 -0.407 0.476
H -2.94851 3.23564 -4.24665 -0.242 -0.571 0.809
H 0.50581 -5.72997 -5.31575 -0.320 0.700 1.003
H -6.69874 -1.67406 -1.33791 0.013 0.346 0.211
H 4.55818 4.21226 -0.63934 -0.068 -0.121 0.042
H -5.17287 -7.01337 2.18295 -0.727 -0.211 0.081
H -2.91541 -0.58060 -0.48805 -0.692 0.238 0.560
H -2.88311 3.66285 5.18060 -0.446 -0.069 -0.022
H -0.25776 2.27926 -6.22835 -0.235 1.221 -0.192
H -1.61402 -3.07154 -2.62737 -0.439 0.003 0.402
H 3.90932 -4.93111 1.28536 0.792 0.085 0.234
H 1.84998 4.10110 -5.96054 0.736 0.578 -0.150
H -1.30708 1.78656 4.36888 0.170 -0.934 0.943
H -2.15336 5.81287 6.99288 0.711 -0.261 -1.899
H 2.32848 5.70960 -5.06917 -0.166 -0.116 -0.890
H -2.68226 -7.45678 -1.15518 0.162 0.024 -0.761
H 4.27618 -5.07740 -2.15455 0.438 0.853 0.579
H -2.63888 4.12907 -0.44255 -0.137 -0.090 -1.697
H -8.39164 -3.79882 -5.13968 0.122 0.210 -0.543
H -0.47239 -1.03623 7.55085 -0.644 1.623 -0.958
H -0.53945 -1.74184 3.80734 -0.308 -0.969 -0.482
H 1.99363 5.63848 4.07110 0.767 1.495 -0.052
H 8.73568 -0.29317 0.58643 0.062 -0.023 0.621
H 0.80945 -2.66178 -2.46793 0.105 0.083 0.048
H 8.32165 5.19761 -2.20964 -0.969 0.377 0.580
H -0.97633 -4.18504 3.50101 -0.917 0.536 -0.663
H -5.32111 -3.19382 -4.65274 -0.669 -0.150 0.934
H 0.41374 -8.02421 1.03623 -1.181 -1.212 -0.125
H 2.42096 0.26374 1.35840 0.252 -0.066 0.340
H 8.66438 1.94107 -0.72055 -0.484 -0.216 0.969
H -1.16518 4.93398 5.66335 -0.140 0.511 0.328
H -2.64413 7.57936 5.39774 -0.786 0.988 0.894
H -6.40346 -0.04543 -0.47899 0.122 -1.347 -0.344
H -4.06037 6.82792 3.45929 -0.870 1.347 -0.156
H 1.22060 -5.22010 1.12653 0.092 0.966 0.144
H 6.66145 2.71366 2.88712 -0.319 -0.355 -0.073
H 2.71870 -2.41118 -0.02102 0.537 -0.301 -1.122
H 1.95685 4.04467 4.44450 0.299 -0.482 -0.929
H 6.70698 -0.69568 -1.22461 0.207 0.080 0.455
H 1.87527 -1.36260 -5.48196 0.830 -0.288 -0.328
H 2.06177 -8.55338 -0.41650 0.787 0.571 0.666
H 5.30784 -5.44200 -0.80235 0.094 0.100 -0.136
H 0.42276 1.89927 0.33173 -0.220 0.451 0.470
H 5.21750 -1.42380 -1.59033 -0.558 -0.284 -0.189
H -0.47584 -1.92504 2.02697 -1.169 -0.388 0.952
H -4.96903 -7.62588 -0.23839 1.167 -0.871 0.940
H 5.59948 -1.16574 0.12195 0.008 0.374 -0.153
H -8.49523 -4.48992 -2.90941 -0.596 -0.680 -0.053
H -1.98969 -5.15765 -4.25488 0.395 -0.195 -0.025
H -7.24893 -1.05646 -4.35341 -0.467 0.000 0.423
H -3.84991 4.34754 6.53910 0.222 -0.023 -0.269
H -2.98669 5.59128 3.10411 0.784 -0.520 -0.445
H 3.59582 5.01301 2.44203 -0.068 -0.330 -0.556
H 4.46534 0.74448 -3.00959 0.774 0.330 0.340
H -1.32325 3.90394 0.73085 1.120 -0.502 -0.202
H 6.15859 1.38545 -2.63786 -0.828 0.154 0.123
H -3.50188 1.63612 2.52474 -0.104 0.568 -0.656
H -2.10478 -0.22697 3.39050 0.032 -0.203 -0.025
H 2.18877 -4.09220 -4.13745 -0.637 0.474 0.457
H 0.20141 2.41116 -1.33616 -0.510 0.713 -0.743
H 0.28790 -0.56036 -2.87628 -0.611 -0.252 0.267
H -0.30275 0.11869 0.66986 0.070 -0.041 0.041
H -0.32331 -5.75313 0.44268 0.512 -0.162 -0.169
H -4.00674 -8.97461 0.69876 -0.053 0.773 -0.505
H -5.41968 2.84242 -2.53606 0.599 -0.771 -0.216
H -9.20435 -2.40869 -4.40310 -0.971 0.410 -0.440
H -5.27039 3.03051 -4.21757 -0.063 0.011 -0.720
H -0.29887 5.91664 -3.15251 -0.611 0.856 -0.155
H -4.90537 -3.37297 -0.09402 -0.774 -1.152 1.326
H 7.38040 0.12166 3.00473 0.387 0.262 -0.343
H 2.88788 1.75703 3.21346 0.913 0.252 -0.434
H -6.65815 -1.53142 0.42185 0.002 -0.373 0.449
H 4.21812 -3.17015 1.57206 -0.482 -0.256 -0.049
H 1.83210 2.05396 -0.69167 0.935 0.994 -0.079
H 3.31880 -7.94300 0.82619 -0.367 -0.300 -0.163
H 1.89532 5.02002 0.21122 0.153 -0.273 0.571
H 1.94281 6.27752 1.46578 -0.253 0.375 -0.414
H 5.73977 -4.06745 -1.79731 0.524 0.572 -0.480
H 5.57302 -4.05415 1.10452 0.052 -0.781 -0.151
H -2.65258 -3.40463 5.05506 0.622 -0.207 1.387
H -0.50029 4.15946 -3.15596 -0.387 0.021 -0.289
H -2.43836 5.16964 0.91916 -0.054 0.892 0.054
H -3.50263 -7.33175 2.47237 0.300 0.197 -0.198
H -5.02531 3.33612 0.38390 -0.067 0.567 0.056
H -1.33680 7.09045 4.42685 -0.770 -0.688 0.111
H -4.21470 -3.04504 -1.65799 0.486 -0.045 1.520
H -3.22628 3.54230 -2.55056 0.776 0.107 0.878
H 6.08565 3.70010 -2.46221 0.249 -0.206 -0.463
H 1.37788 4.58724 -1.73053 0.509 -0.502 -0.482
H -0.55380 -1.74503 -5.52340 0.427 -0.465 0.307
H -2.22338 -0.56206 5.57386 0.425 -0.271 0.101
H 3.28572 0.71637 5.47812 -0.089 0.503 0.204
H 1.44343 -0.77457 2.28846 -1.076 -0.587 0.508
H -4.60063 4.80739 1.44961 -0.402 0.145 -0.443
H 4.62065 0.46040 0.98989 -0.223 -0.146 0.130
H 1.58114 -5.02313 -1.30951 0.227 -0.472 -0.058
H -0.23009 5.51226 3.50922 0.138 -0.050 0.037
H -1.96831 -7.46835 0.38388 1.639 -0.279 1.259
H -2.77450 -0.97909 2.02474 -0.563 -0.514 -0.347
H 4.76011 -0.61471 4.14315 1.376 0.433 0.315
H -5.43316 0.55045 -4.54077 0.136 0.326 0.596
H 7.64745 7.01335 -0.16827 0.380 0.019 0.197
H 1.47503 -7.24391 2.16715 -0.275 0.238 0.096
H -1.95224 0.10067 -5.55100 1.030 0.868 -0.751
H 2.21958 1.28618 -6.36786 0.583 0.253 0.127
H 1.97820 -0.63592 -2.43864 -0.655 0.715 0.169
H -1.71954 1.18341 -3.57476 0.456 0.828 0.424
H 5.21885 6.17765 0.80974 0.463 0.144 -0.639
H -2.51821 -5.00377 0.03776 1.245 1.049 0.006
H -5.12116 3.29151 2.16130 0.312 0.151 -0.507
H -8.34384 -2.87861 -2.30898 0.161 0.373 0.272
H 1.93777 5.85919 -2.90938 -0.275 -0.944 0.904

***

[2]
9
Properties=species:S:1:pos:R:3:forces:R:3 method="wB97M-V/def2-TZVPD" lumo_energy_ev=0.96 homo_lumo_gap_ev=11.0943 relative_energy_ev=0.886 e_tot_ha=-209.189770
O -0.22891 0.44304 1.58075 0.002 0.165 -0.103
N -0.04600 1.48164 -0.28680 0.065 -0.108 -0.498
C 0.09922 -1.05156 -0.32877 -0.012 0.132 -0.063
C -0.05455 0.32752 0.25284 0.064 0.388 -0.544
H -0.26937 1.43618 1.49501 -0.149 -0.523 1.391
H -0.74795 -1.69569 -0.06839 0.103 0.248 0.041
H 1.00439 -1.53987 0.04946 -0.146 0.204 0.016
H 0.07645 1.57747 -1.27791 0.071 -0.463 -0.404
H 0.16673 -0.97873 -1.41619 0.001 -0.043 0.163

***

[3]
43
Properties=species:S:1:pos:R:3:forces:R:3 method="wB97M-V/def2-TZVPD" lumo_energy_ev=1.83 homo_lumo_gap_ev=5.7721 total_charge=-1 e_tot_ha=-2742.204684
S 2.04924 -0.99666 3.77456 -0.142 1.518 -1.415
S 2.11351 0.41256 -1.76552 -0.971 -0.177 1.165
F 3.22091 -1.96835 -1.76258 0.844 0.483 -0.245
F -4.20076 1.42396 -4.19820 -0.482 -0.740 0.612
F -5.32154 0.69415 -2.43998 0.603 -0.195 -0.809
F 4.10957 -0.64314 -3.29245 -0.469 -0.119 1.131
F 4.69070 -0.39738 -1.20369 -0.831 -0.447 -0.575
F 3.31712 -2.82615 5.17115 -1.257 0.154 0.243
F 1.11882 -3.11161 5.11632 1.045 0.586 0.172
F -4.64598 -0.72756 -3.98298 -0.095 0.850 0.416
F 1.99276 -1.34596 6.16180 0.220 -1.227 -0.880
O 3.28856 0.26793 1.38511 -0.987 -0.347 0.167
O -0.40819 -2.41240 1.98017 0.636 -0.177 0.201
O 2.52496 1.63536 -1.09847 0.460 -0.429 -0.907
O 1.64142 0.45672 -3.12430 0.164 0.453 -0.495
N 1.73464 -1.38663 1.95227 0.382 -1.269 2.370
C -1.47456 0.49468 1.84410 0.691 0.606 -0.679
C -0.18053 -0.03012 1.76873 -1.405 0.209 0.915
C -2.08487 1.27089 -2.41141 0.552 -0.013 -0.145
C -1.40504 -1.22248 -1.37814 -0.109 -0.323 -0.384
C -2.96053 0.20175 -2.58410 -0.387 -0.451 0.155
C -1.60950 1.86064 1.47047 0.074 -0.522 0.274
C 0.27690 -1.42826 1.92971 -1.060 0.898 -0.018
C -0.49439 2.68905 1.22190 -0.081 -0.826 0.003
C -0.83132 1.07080 -1.83779 -0.254 -0.043 0.278
C 2.12932 -0.05229 1.50336 0.900 0.999 -0.506
C -4.28487 0.39647 -3.29300 0.655 -0.005 0.040
C 0.89733 0.76440 1.42321 0.013 0.227 0.363
C -0.44274 -0.20128 -1.28826 0.143 0.768 -0.407
C 3.65848 -0.70993 -2.01579 -0.173 0.119 0.426
C 2.11127 -2.19507 5.07160 0.067 -0.915 0.399
C 0.78263 2.12657 1.22479 0.358 0.662 0.302
C -2.61144 -1.05470 -2.07498 0.305 0.678 0.660
C 0.89540 -0.38115 -0.69432 1.248 -0.253 -2.257
H -2.37246 2.25434 -2.79364 0.243 -0.307 0.149
H -0.61630 3.75693 1.00630 -0.074 -0.498 0.077
H -2.60232 2.25402 1.31057 -0.118 0.162 0.327
H -1.14495 -2.21031 -0.98915 -0.154 0.277 -0.069
H -3.31452 -1.87011 -2.15789 0.069 -0.165 -0.071
H 1.23883 -1.36211 -0.35246 -0.371 0.064 -0.621
H 1.70183 2.69763 1.08713 -0.428 -0.032 -0.146
H -2.32563 -0.13821 2.13353 0.407 0.401 -0.332
H -0.16180 1.94301 -1.79768 -0.231 -0.632 0.116

***

What did the second record say?
9
Properties=species:S:1:pos:R:3:forces:R:3 method="wB97M-V/def2-TZVPD" lumo_energy_ev=0.96 homo_lumo_gap_ev=11.0943 relative_energy_ev=0.886 e_tot_ha=-209.189770
O -0.22891 0.44304 1.58075 0.002 0.165 -0.103
N -0.04600 1.48164 -0.28680 0.065 -0.108 -0.498
C 0.09922 -1.05156 -0.32877 -0.012 0.132 -0.063
C -0.05455 0.32752 0.25284 0.064 0.388 -0.544
H -0.26937 1.43618 1.49501 -0.149 -0.523 1.391
H -0.74795 -1.69569 -0.06839 0.103 0.248 0.041
H 1.00439 -1.53987 0.04946 -0.146 0.204 0.016
H 0.07645 1.57747 -1.27791 0.071 -0.463 -0.404
H 0.16673 -0.97873 -1.41619 0.001 -0.043 0.163